Record 1
C41H71N19P | wB97M-V/def2-TZVPD

XYZ file:
```
132
C41H71N19P wB97M-V/def2-TZVPD
C -3.521 -0.849 -2.513
C -2.749 -2.278 -2.690
C -1.160 -2.071 -2.536
C -0.508 -2.947 -1.323
N -0.815 -2.312 -0.004
N 0.285 -1.740 0.601
C 1.625 -2.216 0.793
N 2.573 -1.353 1.444
C 4.014 -1.638 1.712
N 4.870 -1.371 0.516
C 4.627 -2.357 -0.583
C 1.768 -0.166 1.739
C 2.492 1.049 2.457
C 3.159 1.992 1.283
N 2.714 1.440 -0.034
C 0.330 -0.402 1.249
P -1.019 0.880 1.502
C -0.859 1.475 3.349
C -2.759 0.112 1.458
H -4.489 -0.849 -3.147
H -3.806 -0.787 -1.408
H -2.879 0.044 -2.822
H -2.947 -2.591 -3.774
H -3.198 -3.077 -2.013
H -0.678 -2.482 -3.507
H -0.904 -0.956 -2.454
H -0.949 -4.012 -1.375
H 0.599 -3.040 -1.579
H -1.428 -1.501 -0.242
H 1.942 -3.249 0.432
H 4.149 -2.721 2.109
H 4.423 -0.964 2.558
H 5.854 -1.553 0.815
H 5.657 -2.678 -0.991
H 4.032 -3.285 -0.274
H 4.071 -1.901 -1.492
H 3.361 0.759 3.138
H 1.811 1.743 3.050
H 2.818 3.080 1.347
H 4.310 1.998 1.359
H 2.350 2.167 -0.667
H 3.434 0.854 -0.476
H -0.220 2.414 3.441
H -0.429 0.574 3.947
H -1.923 1.721 3.703
H -2.684 -0.983 1.819
H -3.198 0.182 0.404
H -3.448 0.704 2.172
C 7.876 -1.525 3.711
C 7.770 -1.740 2.266
N 7.688 -1.907 1.129
H 8.496 -2.289 4.186
H 8.323 -0.554 3.941
H 6.897 -1.554 4.195
C -1.989 -7.088 -0.773
C -2.750 -6.271 -1.724
N -3.349 -5.628 -2.468
H -1.411 -6.468 -0.083
H -2.645 -7.719 -0.169
H -1.285 -7.749 -1.283
C 3.058 2.743 6.039
C 4.337 2.374 5.427
N 5.341 2.083 4.943
H 2.279 2.009 5.816
H 3.136 2.811 7.126
H 2.703 3.711 5.678
C -0.179 2.346 -2.609
C -0.538 1.745 -1.324
N -0.819 1.272 -0.299
H -0.224 1.615 -3.422
H -0.851 3.166 -2.873
H 0.837 2.751 -2.594
C 5.316 1.217 9.674
C 3.870 1.350 9.474
N 2.734 1.455 9.317
H 5.558 0.347 10.289
H 5.844 1.101 8.725
H 5.734 2.094 10.174
C -3.648 4.705 -4.624
C -2.355 4.358 -5.222
N -1.338 4.087 -5.692
H -4.413 3.962 -4.861
H -3.583 4.767 -3.535
H -4.011 5.669 -4.983
C 3.155 1.824 -4.835
C 3.164 2.544 -3.559
N 3.171 3.110 -2.555
H 2.692 0.838 -4.740
H 2.599 2.370 -5.601
H 4.167 1.670 -5.217
C 1.703 -3.515 -6.059
C 2.381 -2.298 -5.602
N 2.914 -1.343 -5.244
H 1.537 -3.501 -7.138
H 2.288 -4.410 -5.832
H 0.728 -3.636 -5.581
C -0.780 0.744 10.282
C -1.889 1.665 10.547
N -2.760 2.388 10.755
H -0.931 0.189 9.353
H 0.171 1.274 10.192
H -0.667 0.009 11.084
C 0.249 2.210 -8.442
C 1.543 1.866 -9.038
N 2.559 1.595 -9.507
H -0.514 1.465 -8.680
H 0.312 2.272 -7.353
H -0.116 3.175 -8.801
C -4.016 -9.530 2.287
C -2.731 -9.899 1.685
N -1.721 -10.190 1.212
H -4.790 -10.268 2.065
H -3.943 -9.453 3.374
H -4.371 -8.565 1.917
C -6.097 6.580 -1.270
C -6.164 6.383 -2.721
N -6.217 6.228 -3.861
H -5.485 5.814 -0.788
H -5.662 7.550 -1.016
H -7.089 6.539 -0.813
C -4.534 -2.358 3.374
C -5.110 -3.672 3.071
N -5.561 -4.704 2.834
H -4.877 -1.597 2.669
H -4.807 -2.019 4.376
H -3.442 -2.377 3.325
C -5.565 7.174 -7.336
C -5.940 8.183 -8.330
N -6.235 8.976 -9.111
H -4.482 7.123 -7.203
H -6.002 7.390 -6.358
H -5.903 6.176 -7.628
```

For the largest force on an atom, the calculation gives 8.12 eV/A. For the LUMO energy, the calculation gives -2.27 eV. The calculation puts the molar mass at 861.13 g mol⁻¹. The calculation puts the HOMO energy at -8.07 eV. As for the net charge: +1.

Atomic partial charges in e from the Löwdin method, atoms 1 to 2: C -0.115; C -0.238


Record 2
C2H10N3 | wB97M-V/def2-TZVPD

XYZ file:
```
15
C2H10N3 wB97M-V/def2-TZVPD
N -0.654 0.177 0.476
C 0.539 0.787 1.238
N 0.198 1.440 2.435
H -1.003 -0.678 0.904
H -1.438 0.834 0.447
H 1.198 -0.060 1.415
H 0.962 1.480 0.515
H -0.233 2.343 2.309
H -0.204 0.874 3.161
C -0.089 -1.676 -2.562
N 0.576 -0.933 -1.768
H -1.080 -1.983 -2.230
H 0.250 -1.970 -3.551
H 1.388 -0.561 -2.262
H -0.408 -0.074 -0.528
```

For the largest force on an atom, the calculation gives 1.19 eV/A. For the LUMO energy, the calculation gives -3.18 eV. The calculation puts the molar mass at 76.12 g mol⁻¹. The calculation puts the HOMO energy at -14.38 eV. As for the net charge: +1. The value obtained for the energy relative to the best compared isomer or geometry (same formula, charge and spin) is 1.443 eV.

Atomic partial charges in e from the Löwdin method, atoms 1 to 2: N 0.149; C -0.235


Record 3
C44H44FeN3O4S3 | wB97M-V/def2-TZVPD

XYZ file:
```
99
C44H44FeN3O4S3 wB97M-V/def2-TZVPD
Fe -0.627 -0.688 0.561
O 1.235 -0.571 2.143
C 1.252 0.274 3.286
C -0.187 1.010 3.284
O -0.416 1.805 4.172
O -0.937 0.640 2.356
C 1.280 -0.584 4.539
C 1.502 -1.955 4.424
C 1.426 -2.783 5.529
C 1.119 -2.263 6.774
C 0.893 -0.903 6.898
C 0.987 -0.069 5.798
C 2.331 1.329 3.169
C 2.358 2.434 4.017
C 3.320 3.417 3.873
C 4.284 3.319 2.884
C 4.262 2.232 2.029
C 3.295 1.252 2.165
H 2.136 -0.862 1.962
H 1.722 -2.391 3.460
H 1.606 -3.844 5.411
H 1.063 -2.913 7.634
H 0.629 -0.495 7.863
H 0.775 0.977 5.922
H 1.589 2.560 4.759
H 3.317 4.275 4.530
H 5.037 4.085 2.770
H 4.999 2.140 1.242
H 3.305 0.442 1.449
C -2.188 -1.652 4.217
C -2.280 -2.675 3.162
N -2.002 -2.527 1.911
C -2.328 -3.637 1.174
C -2.833 -4.673 1.908
S -2.933 -4.251 3.563
C -2.195 -3.621 -0.268
C -2.653 -4.582 -1.128
S -2.340 -4.137 -2.750
C -1.610 -2.660 -2.174
N -1.616 -2.552 -0.890
C -1.040 -1.681 -3.119
H -1.631 -0.798 3.853
H -1.718 -2.047 5.114
H -3.189 -1.317 4.488
H -3.143 -5.640 1.573
H -3.156 -5.500 -0.913
H -1.102 -2.049 -4.139
H 0.000 -1.501 -2.844
H -1.578 -0.738 -3.036
C 4.057 1.462 -6.976
C 5.034 2.120 -6.060
O 5.139 3.280 -5.832
S 6.181 0.902 -5.280
C 4.971 0.295 -4.105
C 4.415 -0.968 -4.249
C 3.466 -1.405 -3.345
C 3.066 -0.583 -2.288
C 3.673 0.669 -2.135
C 4.618 1.107 -3.037
C 2.031 -0.955 -1.392
C 1.100 -1.170 -0.632
H 3.349 2.190 -7.367
H 3.531 0.665 -6.453
H 4.617 1.013 -7.797
H 4.733 -1.601 -5.064
H 3.027 -2.387 -3.451
H 3.391 1.295 -1.302
H 5.085 2.075 -2.920
C -5.501 1.805 -3.585
C -4.753 1.033 -2.537
C -5.321 -0.090 -1.944
C -4.664 -0.747 -0.904
C -5.281 -1.940 -0.233
C -3.439 -0.280 -0.488
C -2.767 0.803 -1.125
C -3.498 1.460 -2.149
N -1.527 1.057 -0.691
C -0.745 2.220 -1.053
C 0.535 2.209 -0.203
C -0.316 2.188 -2.532
C -1.489 3.520 -0.710
H -6.467 1.350 -3.787
H -4.939 1.851 -4.517
H -5.665 2.827 -3.244
H -6.290 -0.434 -2.272
H -6.335 -2.032 -0.483
H -5.173 -1.860 0.847
H -4.775 -2.853 -0.551
H -2.964 -0.717 0.386
H -3.093 2.317 -2.659
H 1.078 1.277 -0.356
H 0.287 2.307 0.850
H 1.174 3.044 -0.480
H 0.291 1.304 -2.709
H 0.276 3.070 -2.762
H -1.166 2.156 -3.205
H -1.801 3.476 0.330
H -2.367 3.685 -1.325
H -0.810 4.359 -0.833
```

As for the spin multiplicity: 6. For the largest force on an atom, the calculation gives 2.18 eV/A. For the LUMO energy (spin up / spin down), the calculation gives 0.00 / -1.87 eV. The calculation puts the molar mass at 830.90 g mol⁻¹. The calculation puts the HOMO energy (spin up / spin down) at -8.08 / -8.05 eV. The value obtained for the energy relative to the best compared isomer or geometry (same formula, charge and spin) is 0.000 eV.

Atomic partial charges in e from the Löwdin method, atoms 1 to 2: Fe 0.845; O -0.105


Record 4
C27H38NOPb | wB97M-V/def2-TZVPD

XYZ file:
```
68
C27H38NOPb wB97M-V/def2-TZVPD
Pb 0.233 -0.704 0.495
C 2.830 0.508 1.494
C 3.185 -0.377 0.433
C 2.903 0.279 -0.800
H 3.665 -1.340 0.556
C 2.412 1.576 -0.505
C 2.367 1.721 0.910
H 2.091 2.623 1.453
H 2.952 0.303 2.555
H 3.082 -0.124 -1.794
H 2.162 2.343 -1.240
C -2.823 0.452 1.025
C -2.125 1.623 1.436
C -1.739 2.341 0.272
H -1.976 1.945 2.468
C -2.208 1.623 -0.863
C -2.873 0.452 -0.401
H -3.383 -0.280 -1.025
H -3.293 -0.274 1.686
H -1.224 3.301 0.253
H -2.127 1.946 -1.901
O 1.845 -2.519 -0.585
C -0.460 -0.041 -4.270
C 0.205 -1.209 -4.164
C 0.236 1.291 -4.289
C -1.949 -0.004 -4.452
C 1.519 -2.764 -1.756
H 1.298 -1.254 -4.101
H -0.339 -2.156 -4.211
H 0.483 -3.098 -1.967
H 2.247 -2.670 -2.572
H 0.176 1.757 -5.288
H 1.293 1.179 -4.014
H -0.222 1.993 -3.573
H -2.214 0.108 -5.514
H -2.402 0.823 -3.889
H -2.373 -0.946 -4.094
C -1.199 -2.071 7.335
C -0.795 -1.340 6.083
C -0.367 -0.012 6.140
C 0.024 0.666 4.974
C 0.460 2.100 5.084
C -0.001 0.000 3.754
C -0.390 -1.368 3.645
C -0.831 -1.986 4.851
N -0.302 -2.028 2.438
C -0.591 -3.481 2.347
C 0.361 -4.294 3.231
C -2.068 -3.780 2.613
C -0.335 -3.967 0.922
H -0.357 -2.171 8.034
H -2.003 -1.549 7.869
H -1.553 -3.081 7.101
H -0.336 0.509 7.097
H -0.343 2.725 5.499
H 1.316 2.200 5.766
H 0.750 2.518 4.114
H 0.305 0.553 2.854
H -1.193 -3.013 4.854
H 0.232 -4.125 4.301
H 0.209 -5.361 3.030
H 1.398 -4.040 2.977
H -2.695 -3.204 1.920
H -2.243 -4.848 2.439
H -2.404 -3.542 3.624
H -0.944 -3.419 0.190
H 0.724 -3.877 0.655
H -0.618 -5.029 0.852
```

For the largest force on an atom, the calculation gives 3.26 eV/A. For the LUMO energy, the calculation gives 2.00 eV. The calculation puts the molar mass at 599.81 g mol⁻¹. The calculation puts the HOMO energy at -3.72 eV. As for the net charge: -1. The value obtained for the energy relative to the best compared isomer or geometry (same formula, charge and spin) is 1.053 eV.

Atomic partial charges in e from the Löwdin method, atoms 1 to 2: Pb 1.515; C -0.233